<one>
Entry from the Open Molecules 2025 dataset: a cluster of 21 separate species, C2H44O22 in total (the ωB97M-V functional and the def2-TZVPD basis).

Last column: Löwdin charge in e.
Element x y z (Å)
O: -0.77056 -0.47574 1.47920  -0.389
C: -0.12919 -0.61103 0.22835  -0.310
C: 0.08949 0.63345 -0.50416  -0.318
O: 0.38024 0.51004 -1.90170  -0.379
H: -0.88488 -1.12770 -0.39752  0.103
H: 0.80116 -1.16018 0.61161  0.127
H: 0.83314 1.26454 -0.04023  0.100
H: -0.80725 1.22285 -0.29331  0.095
O: 1.20168 0.54413 2.97409  -0.057
H: 1.24997 0.02814 3.77191  0.044
H: 0.43298 0.30552 2.41222  0.012
O: -3.30357 -0.67517 0.12351  -0.062
H: -2.38111 -0.55309 0.36769  -0.025
H: -3.17836 -1.35903 -0.54416  -0.011
O: -0.01721 3.25256 -2.08612  -0.036
H: -0.58673 3.15900 -2.84356  0.034
H: 0.07630 2.40866 -1.62770  -0.008
O: -2.28319 0.70155 -2.56690  -0.086
H: -1.34423 0.63270 -2.30977  -0.028
H: -2.46432 1.34065 -1.85992  -0.023
O: -3.49110 -3.06985 1.76233  -0.056
H: -2.76063 -2.79306 1.23015  -0.029
H: -3.21885 -3.13497 2.66544  0.008
O: 0.35067 -3.78187 -0.71738  -0.047
H: -0.30367 -3.54607 -0.09233  -0.017
H: 0.61878 -2.95181 -1.12649  0.002
O: 2.82191 4.17989 0.24486  -0.062
H: 2.42726 4.88568 0.71209  -0.007
H: 2.73052 3.36611 0.81389  0.017
O: 2.30788 -1.59205 -1.41546  -0.032
H: 2.90615 -1.56108 -0.68785  0.021
H: 1.68654 -0.87299 -1.22244  -0.007
O: 3.31021 1.65836 0.95799  -0.026
H: 2.72771 0.92154 1.14822  0.024
H: 3.79835 1.83820 1.71435  0.027
O: -3.12361 2.91706 -1.33223  -0.034
H: -2.84873 3.36917 -2.12756  0.039
H: -2.34710 2.98855 -0.77892  0.016
O: -0.14640 -1.88808 -3.07501  -0.118
H: -0.76660 -1.39510 -3.70083  0.071
H: 0.12582 -1.06377 -2.54544  0.014
O: 3.24626 -0.92492 2.22300  -0.072
H: 2.35072 -0.64249 2.48325  -0.015
H: 3.80397 -0.83609 3.01600  0.059
O: 2.72839 1.54886 -1.83570  -0.086
H: 1.74799 1.24248 -1.86875  -0.010
H: 2.93311 1.54321 -0.93819  -0.075
O: -0.16639 3.57640 0.70988  -0.020
H: 0.40270 3.82643 1.42770  0.051
H: 0.31156 3.75008 -0.07398  0.002
O: -1.57930 -0.65709 4.01308  -0.060
H: -1.38491 -0.70426 3.09279  -0.049
H: -2.45496 -0.27860 3.91233  0.038
O: -2.34574 -2.81591 -1.28870  -0.040
H: -2.62593 -3.66600 -1.57075  0.044
H: -1.54297 -2.62747 -1.80489  0.017
O: -0.59517 -3.16556 1.98075  -0.073
H: -0.73661 -2.23346 1.67650  0.003
H: 0.03065 -3.06602 2.70479  0.045
O: 0.09382 1.14486 -4.63179  -0.059
H: 0.20319 0.31320 -5.05702  0.000
H: 0.45758 0.86862 -3.76121  0.017
O: 2.26034 -3.66231 1.34739  -0.079
H: 1.60021 -3.79062 0.63686  -0.006
H: 2.30241 -2.72316 1.38061  -0.051
O: -1.83849 1.89332 1.78776  -0.057
H: -1.36490 2.57294 1.34933  -0.062
H: -1.55701 0.99786 1.66807  -0.050

Output
net charge	-2
HOMO energy	-0.1276	Ha
multiplicity	1
orbital gap	7.698	eV



<two>
Entry from the Open Molecules 2025 dataset: a cluster of 21 separate species, C2H44O22 in total (the ωB97M-V functional and the def2-TZVPD basis).

Last column: Löwdin charge in e.
Element x y z (Å)
O: -1.07193 0.71190 1.33185  -0.407
C: -0.88093 -0.09310 0.19585  -0.270
C: 0.62907 -0.32910 0.13485  -0.256
O: 1.12507 -1.15510 -0.92715  -0.381
H: -1.23493 0.42290 -0.69715  0.119
H: -1.38493 -1.02010 0.33785  0.071
H: 0.92207 -0.73810 1.12485  0.101
H: 1.24007 0.53990 0.02385  0.068
O: -1.37293 1.02290 -3.90215  -0.067
H: -2.03593 0.85890 -3.25715  -0.039
H: -0.98293 1.84290 -3.61015  -0.031
O: 2.62107 2.55990 0.83685  -0.064
H: 2.88507 1.89390 0.18185  -0.002
H: 1.86107 2.21990 1.32885  -0.015
O: -1.95893 2.54690 3.04785  -0.075
H: -1.59093 1.94790 2.38085  -0.030
H: -1.16193 2.88690 3.45685  0.020
O: 0.94507 1.37990 2.74485  -0.059
H: 0.23907 1.05990 2.19085  -0.055
H: 1.70807 0.84690 2.54685  -0.017
O: -0.06293 3.12090 -2.86515  -0.094
H: 0.58907 2.43290 -3.02315  -0.004
H: -0.33693 2.99390 -1.93915  -0.006
O: -1.34393 -3.53810 2.35785  -0.081
H: -1.04193 -2.66210 2.67085  -0.032
H: -2.32693 -3.52110 2.41185  0.050
O: 3.80207 2.30290 -1.75015  -0.045
H: 4.39807 2.32190 -2.44915  -0.009
H: 3.11507 1.63190 -1.94815  0.007
O: 1.93807 -2.44610 2.95285  -0.024
H: 1.08507 -2.00910 2.93285  -0.016
H: 2.26707 -2.19210 3.78285  0.020
O: -0.44793 -1.27210 3.21385  -0.059
H: -0.61893 -0.72610 2.41085  0.037
H: -0.84693 -0.86510 4.00885  0.117
O: -3.49793 -0.40010 1.95785  -0.068
H: -3.79493 0.48390 2.14885  0.014
H: -2.57593 -0.30310 1.63385  -0.009
O: -3.17393 -2.56310 -0.59815  -0.036
H: -3.44693 -2.74010 0.29785  0.011
H: -2.40093 -2.02810 -0.50115  -0.029
O: -0.24793 -3.33410 -0.38215  -0.027
H: -0.77893 -3.16110 0.34385  -0.063
H: 0.32307 -2.56910 -0.39415  -0.029
O: -0.57993 -1.65610 -2.91615  -0.073
H: -0.10393 -1.52310 -2.08115  -0.034
H: -0.81193 -0.79210 -3.27215  -0.017
O: 2.41307 -3.11810 -2.27915  -0.087
H: 1.99207 -2.38810 -1.84315  -0.050
H: 1.78407 -3.34010 -3.02315  0.060
O: 3.77007 -0.46210 -0.58915  -0.038
H: 2.86207 -0.65010 -0.59615  -0.041
H: 3.97907 -0.73210 -1.50015  0.071
O: 3.25907 -0.08910 2.05285  -0.050
H: 2.88107 -0.96110 2.22685  0.008
H: 3.61107 -0.07110 1.17585  -0.012
O: -3.65593 0.95990 -2.46415  -0.006
H: -3.50893 1.15790 -1.58515  -0.037
H: -4.55593 0.66590 -2.59815  0.059
O: 1.40007 0.82390 -2.57815  -0.070
H: 1.18507 0.13690 -1.89815  0.000
H: 1.72907 0.24390 -3.27515  0.076
O: -3.30093 1.94990 0.27385  -0.009
H: -3.04393 2.75990 -0.14215  0.055
H: -2.55993 1.43990 0.46585  -0.056
O: -0.01493 2.75890 -0.30915  -0.045
H: 0.85007 2.27890 -0.18315  0.045
H: -0.65293 2.24390 0.19285  0.011

Output
net charge	-2
HOMO energy	-0.1353	Ha
multiplicity	1
orbital gap	8.360	eV



Relative calculated energies, zero for the most stable structure, unit kcal/mol: <one> 30.1; <two> 0.0.



<one>
Entry from the Open Molecules 2025 dataset: the molecule C3H3IN2O (the ωB97M-V functional and the def2-TZVPD basis).

Last column: Löwdin charge in e.
Element x y z (Å)
C: 0.06395 0.28977 -0.62674  -0.083
C: -0.60411 1.23766 0.02014  -0.132
C: 0.93959 -0.39007 0.58785  -0.862
N: -0.25868 1.34265 1.44039  0.030
N: 0.57382 0.49960 1.74573  0.001
O: 0.95236 -1.74202 0.67228  -0.081
I: 2.99346 0.07750 -0.05707  0.826
H: -0.00944 0.07455 -1.70258  0.111
H: -1.21459 1.89787 -0.56463  0.094
H: 1.66279 -1.96844 1.31546  0.098

Output
HOMO energy	-0.3551	Ha
multiplicity	1
structure (SMILES)	O[C@@]1(I)C=CN=N1
orbital gap	8.768	eV



<two>
Entry from the Open Molecules 2025 dataset: the molecule C3H3IN2O (the ωB97M-V functional and the def2-TZVPD basis).

Last column: Löwdin charge in e.
Element x y z (Å)
C: 0.39504 -0.59448 0.50195  -0.071
C: -0.55679 -1.57412 -0.09906  -0.845
C: 0.21028 0.57792 -0.14238  -0.439
N: -1.25257 -0.96790 -1.01386  0.036
N: 0.79106 1.81027 -0.11744  0.128
O: -0.68299 0.31971 -1.09249  -0.021
I: -0.83908 -3.53508 0.49709  0.869
H: 0.75419 -0.88892 1.49569  0.094
H: 0.86275 2.42516 0.75245  0.145
H: 0.31811 2.42744 -0.78195  0.104

Output
HOMO energy	-0.3330	Ha
multiplicity	1
structure (SMILES)	Nc1cc(I)no1
orbital gap	9.499	eV



Relative calculated energies, zero for the most stable structure, unit kcal/mol: <one> 15.4; <two> 0.0.



<one>
Entry from the Open Molecules 2025 dataset: a cluster of 2 separate species, C3H10N3O in total (the ωB97M-V functional and the def2-TZVPD basis).

Last column: Löwdin charge in e.
Element x y z (Å)
N: -1.36016 2.40841 1.95911  -0.026
C: -0.83554 1.38179 1.04823  -0.483
O: 0.47540 1.05722 1.30691  -0.212
H: -1.05586 2.14271 2.89418  0.046
H: -0.86868 3.26757 1.74183  0.035
H: -1.48250 0.49965 1.13616  0.093
H: -0.97588 1.76230 0.02289  0.091
C: 0.55325 -1.72444 -0.44582  -0.330
C: 0.72396 -0.89544 -1.50050  -0.292
N: 0.62397 -1.37263 -2.85552  -0.062
N: 0.63377 -1.41825 0.88199  -0.066
H: 0.39865 -2.78115 -0.67304  0.080
H: 0.86780 0.16190 -1.30751  0.066
H: 1.48366 -1.26812 -3.37247  0.026
H: -0.13043 -0.94435 -3.37327  0.029
H: 0.59475 -0.06021 1.10973  0.000
H: 0.35383 -2.21696 1.42708  0.004

Output
net charge	-1
HOMO energy	-0.0903	Ha
multiplicity	1
orbital gap	6.829	eV



<two>
Entry from the Open Molecules 2025 dataset: a cluster of 2 separate species, C3H10N3O in total (the ωB97M-V functional and the def2-TZVPD basis).

Last column: Löwdin charge in e.
Element x y z (Å)
N: 3.41282 -0.06511 -1.48850  -0.015
C: 2.34108 0.09933 -0.58799  -0.425
N: 1.29359 0.73510 -0.99068  0.024
H: 3.08156 -0.11523 -2.44884  0.056
H: 4.14569 -0.75369 -1.32575  0.049
H: 2.55680 -0.26155 0.44970  0.108
H: 0.60149 0.46457 -0.17558  -0.025
C: -1.16970 0.38858 1.10299  -0.481
O: 0.13152 -0.07585 1.15756  -0.373
C: -2.06898 -0.58461 0.34437  -0.312
N: -3.50492 -0.22331 0.34194  -0.049
H: -1.59297 0.60180 2.12095  0.082
H: -1.26697 1.38351 0.55273  0.098
H: -1.72966 -0.69656 -0.66219  0.087
H: -1.86524 -1.55473 0.82179  0.091
H: -4.13451 -0.91353 -0.08129  0.039
H: -3.87315 -0.09430 1.29248  0.045

Output
net charge	-1
HOMO energy	-0.1063	Ha
multiplicity	1
orbital gap	7.162	eV



Relative calculated energies, zero for the most stable structure, unit kcal/mol: <one> 0.0; <two> 6.9.